137
Properties=species:S:1:pos:R:3:forces:R:3:mulliken_charge:R:1 method="wB97M-V/def2-TZVPD" charge=-1 largest_force_ev_per_a=4.60 energy_ev=-82572.839 lumo_energy_ev=1.64
C 1.385776 -2.130978 -0.158622 1.093 -4.142 1.676 -0.176
O 0.695942 -1.249537 0.682240 -1.032 1.600 1.073 -0.134
O 1.173511 -3.442399 0.380614 0.277 3.241 -2.659 -0.887
C 1.045061 -1.870730 -1.694892 -1.519 -1.345 0.995 0.796
F 1.064989 -2.992067 -2.452504 0.251 0.076 0.226 -0.270
F -0.218488 -1.413927 -1.756758 -0.583 0.403 -0.498 -0.279
F 1.797689 -0.987084 -2.377544 0.528 0.448 0.331 -0.293
C 1.192822 0.045348 0.990185 0.755 -0.088 -1.109 -0.158
C 0.367649 0.785806 2.010177 -1.139 -0.023 0.108 -1.218
H 0.333082 0.243677 2.955171 0.123 -0.091 0.010 0.288
H 0.696389 1.804058 2.217993 0.610 -0.077 -0.118 0.383
H -0.669039 0.938323 1.709995 -0.182 -0.326 -0.252 0.267
H 1.321444 0.574391 0.045898 -0.424 0.625 -0.182 0.285
H 2.209796 0.077160 1.381137 0.448 -0.825 0.223 0.275
H 2.453815 -1.916083 -0.123636 0.701 0.480 0.135 0.132
C -2.060242 3.368585 -3.269636 0.568 0.613 -0.158 -0.575
O -1.925146 4.733594 -3.655051 0.655 -0.041 -1.508 -0.376
C -2.328157 5.672622 -2.722181 -1.294 -1.611 0.457 -0.641
C -3.780907 6.054375 -2.938365 0.449 1.081 -0.506 -0.390
O -4.720426 5.007404 -3.052021 -0.461 -0.186 0.729 -0.235
C -6.059607 5.511233 -2.935083 0.531 -0.187 0.312 -0.732
H -1.408828 3.304316 -2.398070 -0.427 -0.858 0.371 0.282
H -1.651727 2.747403 -4.066723 0.162 0.213 -0.016 0.235
H -3.100537 3.066411 -3.148945 0.025 0.145 0.498 0.241
H -1.695219 6.559312 -2.686401 -0.008 0.075 -0.477 0.365
H -2.273582 5.224933 -1.729864 0.157 -0.085 0.420 0.356
H -3.870978 6.623090 -3.863861 0.148 0.427 -0.111 0.328
H -3.901674 6.730849 -2.092261 -1.061 0.206 0.256 0.319
H -6.813467 4.729056 -3.024550 0.476 -0.356 -0.272 0.246
H -6.265820 6.266967 -3.693011 0.059 0.181 -0.044 0.289
H -6.203156 5.919091 -1.934510 0.023 0.367 0.061 0.287
C -5.892591 11.085215 4.347846 0.054 -1.086 -0.023 -0.734
O -5.499774 9.714942 4.368764 0.638 0.103 -0.660 -0.300
C -6.456152 8.747301 3.979697 -0.264 0.143 1.875 -0.570
C -5.867837 7.434972 3.501879 0.145 -0.815 0.085 -0.424
O -4.929445 6.779338 4.405290 -0.488 0.780 -1.024 -0.339
C -4.397451 5.548101 3.889485 0.321 0.465 0.682 -0.649
H -6.867534 11.237532 4.810834 -0.143 -0.011 0.223 0.316
H -5.955035 11.438934 3.318720 0.142 0.247 -0.085 0.288
H -5.122197 11.593881 4.927367 -0.153 0.215 -0.241 0.228
H -7.196084 9.117741 3.270208 0.249 0.058 -0.590 0.387
H -7.034763 8.593835 4.890604 -0.344 -0.482 0.185 0.307
H -5.532068 7.605598 2.479020 1.131 -0.080 -0.003 0.320
H -6.681247 6.730064 3.329884 -0.531 0.034 0.243 0.386
H -4.346424 5.572006 2.800948 -0.119 -0.298 0.030 0.286
H -4.865891 4.662321 4.318494 -0.972 0.042 -0.481 0.246
H -3.398902 5.392554 4.297915 0.338 0.676 -0.221 0.253
C 10.347190 0.255499 -4.214411 -0.442 -0.398 -0.280 -0.722
O 9.371626 1.269574 -4.361783 0.038 -0.091 -0.999 -0.330
C 9.280311 2.021325 -3.175495 0.035 0.141 -0.246 -0.498
C 8.295030 3.195550 -3.256571 0.843 0.058 0.218 -0.647
O 6.968965 2.928800 -3.544929 -1.904 -1.516 -0.104 -0.352
C 6.347854 1.832854 -2.787037 1.039 0.633 0.256 -0.665
H 9.963723 -0.446089 -3.473588 0.445 -0.194 0.327 0.313
H 11.350042 0.615414 -3.984525 -0.016 0.398 0.558 0.292
H 10.511084 -0.311427 -5.130831 -0.610 0.234 -0.282 0.264
H 10.285767 2.424402 -3.054323 0.074 0.392 0.768 0.431
H 9.045857 1.319409 -2.375210 -0.028 0.161 0.463 0.388
H 8.679306 3.917369 -3.977272 -0.248 -0.250 -0.606 0.336
H 8.337024 3.799190 -2.349958 0.290 -0.350 0.769 0.377
H 6.807265 0.871660 -3.017576 0.030 0.030 -0.285 0.253
H 5.267675 1.739849 -2.899581 0.178 0.542 -0.771 0.255
H 6.477999 1.989637 -1.716248 0.259 0.201 0.213 0.305
C 5.118656 4.208829 3.474463 0.013 0.055 -0.473 -0.661
O 4.711993 4.295637 4.788137 -0.444 -0.406 0.778 -0.313
C 5.509223 3.720254 5.800123 -1.568 -0.342 1.083 -0.525
C 5.582096 2.149591 5.858779 0.093 1.543 -2.033 -0.525
O 4.318086 1.504693 5.779610 -0.044 0.410 1.136 -0.242
C 3.483008 1.704867 6.947896 1.119 -0.408 0.191 -0.826
H 5.215170 3.180784 3.125308 0.236 -0.129 -0.064 0.274
H 6.044925 4.774763 3.375227 0.274 -0.057 -0.542 0.288
H 4.311203 4.670114 2.905824 0.244 0.085 -0.229 0.240
H 4.897603 4.080973 6.627112 0.459 -0.283 0.725 0.256
H 6.476832 4.210455 5.907500 0.426 -0.233 -0.330 0.395
H 6.318828 1.838106 6.599243 -0.611 -0.170 0.887 0.398
H 6.105387 1.882025 4.940800 -0.204 -0.337 -0.308 0.318
H 3.022325 2.688681 7.037284 -0.097 0.030 -0.518 0.262
H 4.113697 1.586581 7.829003 0.151 0.034 0.247 0.376
H 2.745279 0.907117 7.034198 -0.066 0.157 -0.562 0.282
C -2.226546 -11.696829 0.191470 0.390 0.410 0.384 -0.751
O -1.406705 -10.780864 -0.529116 -0.226 -0.773 -0.211 -0.327
C -1.676610 -10.636785 -1.908842 0.786 1.109 0.090 -0.512
C -2.875992 -9.744278 -2.138855 -1.631 -1.260 1.284 -0.397
O -2.804374 -8.457371 -1.545882 -1.313 -1.242 -0.391 -0.298
C -2.135068 -7.695893 -2.463017 2.612 2.118 0.640 -0.867
H -1.563538 -12.175666 0.912054 -0.082 -0.099 0.035 0.277
H -2.723455 -12.474646 -0.388335 0.177 0.035 -0.478 0.344
H -2.998456 -11.174599 0.756749 -0.118 0.160 -0.014 0.241
H -1.718224 -11.582822 -2.448647 -0.490 -0.280 0.102 0.367
H -0.798813 -10.138038 -2.319714 0.201 0.015 0.093 0.298
H -3.710832 -10.223059 -1.627089 -0.206 -0.173 0.167 0.282
H -3.207926 -9.731654 -3.177009 0.364 0.333 -0.319 0.387
H -1.924891 -6.691873 -2.094399 -0.976 0.373 0.181 0.331
H -2.562363 -7.628879 -3.463530 0.063 -0.335 -0.046 0.296
H -1.101892 -8.026845 -2.357615 0.448 -0.363 -1.454 0.327
O -1.969685 -7.222471 1.890542 -0.055 -0.094 0.337 -0.621
H -2.481243 -7.971199 1.584046 -0.066 -0.183 -0.184 0.312
H -1.867401 -6.668698 1.116535 0.155 0.256 -0.170 0.311
O 4.312555 -6.895906 -0.808337 0.205 -0.261 -0.248 -0.661
H 3.686105 -6.194192 -0.631185 -0.365 0.325 0.069 0.353
H 4.859014 -6.933595 -0.023354 0.064 0.007 0.181 0.304
O -1.824566 -2.745783 3.352970 -0.180 -0.063 0.331 -0.646
H -2.622692 -2.218639 3.316285 -0.237 0.150 0.006 0.287
H -1.300143 -2.439025 2.613300 0.502 -0.065 -0.426 0.349
O 3.566957 -2.596782 4.722615 -0.033 -0.177 0.237 -0.605
H 4.323331 -2.706550 4.146359 0.080 -0.063 -0.252 0.302
H 3.656288 -1.709106 5.069425 -0.037 0.293 0.047 0.303
C 0.199085 -2.296062 -7.841731 0.105 -0.458 1.654 -0.500
O -0.031180 -2.849997 -9.095559 -0.061 0.324 -1.035 -0.495
H 1.201508 -2.543398 -7.492342 0.285 0.288 0.039 0.236
H 0.038578 -1.218305 -7.813787 -0.031 0.057 0.070 0.266
H -0.457048 -2.784892 -7.121571 -0.220 0.185 -0.032 0.190
H 0.386407 -2.199769 -9.665148 -0.080 -0.401 -0.678 0.304
C -4.811715 -0.067242 1.352671 -0.861 -2.247 0.127 -0.568
O -4.886507 -0.281894 2.765599 -0.137 0.769 0.225 -0.479
H -5.586893 -0.676979 0.888542 -0.341 -0.112 -0.163 0.302
H -5.023499 0.925243 0.954908 0.901 0.310 0.461 0.240
H -3.929036 -0.651660 1.092970 0.499 1.163 -0.627 0.225
H -5.793896 -0.477517 3.010499 0.017 0.092 -0.008 0.283
C 2.971013 -6.696450 -5.946564 -0.187 0.981 1.353 -0.487
O 3.637108 -7.454691 -6.917721 0.029 -0.358 -0.295 -0.507
H 2.004406 -6.293417 -6.248774 -0.086 -0.363 -0.464 0.210
H 2.824876 -7.208637 -4.995551 -0.139 -0.434 -0.116 0.241
H 3.544139 -5.823197 -5.635005 0.362 0.136 -0.334 0.229
H 3.818660 -8.317704 -6.538451 0.020 0.052 -0.124 0.316
C -3.312458 1.322334 7.946306 0.302 -1.414 -0.628 -0.472
O -2.646454 0.358479 7.121318 0.291 -0.035 0.205 -0.484
H -3.296838 0.835035 8.921189 -0.086 0.428 0.170 0.204
H -2.765518 2.264952 7.967007 -0.303 0.174 0.025 0.219
H -4.347067 1.378506 7.607896 -0.086 0.617 0.202 0.241
H -2.747819 0.536384 6.183405 -0.118 0.222 0.017 0.292
C -4.848572 -1.651530 -4.144104 0.417 0.706 1.205 -0.442
O -5.803008 -2.388481 -4.847896 -0.100 -0.261 -0.773 -0.507
H -3.866428 -1.597734 -4.613778 0.049 -0.347 -0.058 0.220
H -5.154147 -0.618250 -3.979581 -0.240 0.243 -0.162 0.214
H -4.756946 -2.075297 -3.144039 0.224 -0.166 -0.077 0.206
H -5.522192 -2.351803 -5.765176 -0.335 -0.177 -0.124 0.311